(1)
91
Properties=species:S:1:pos:R:3:lowdin_spin:R:1 method="wB97M-V/def2-TZVPD" largest_force_ev_per_a=0.39 e_above_lowest_kcal_mol=0.0 spin_multiplicity=5 s2=6.055 total_charge=-1 lumo_ev="2.4 / 0.2"
Pd 0.23981 -0.61426 0.16708 1.43
C 0.04189 -1.71539 -2.89761 0.03
N 0.30543 -2.25183 -1.56899 0.10
C 1.54773 -3.02240 -1.57769 0.00
C -0.77875 -3.09582 -1.06599 0.00
C -2.13400 -2.41699 -1.02930 0.05
N -2.08115 -1.15175 -0.32225 0.54
C -3.20674 -0.57794 0.11385 0.02
C -3.09585 0.59256 0.92109 0.12
F -1.91165 1.12173 1.18916 0.05
C -4.20761 1.20664 1.46042 -0.01
F -4.02626 2.28414 2.23748 -0.01
C -5.48536 0.74116 1.22276 0.14
C -5.62955 -0.36959 0.40975 -0.01
F -6.85987 -0.83127 0.12775 -0.01
C -4.54452 -1.00947 -0.13893 0.11
F -4.79311 -2.04450 -0.95668 0.03
H -0.22335 -2.51644 -3.60594 0.00
H 0.94057 -1.21282 -3.25491 0.00
H -0.75436 -0.97361 -2.86686 0.01
H 1.46471 -3.86354 -2.28417 0.00
H 1.75916 -3.38789 -0.57799 0.00
H 2.37412 -2.37729 -1.87177 0.00
H -0.52138 -3.40115 -0.05072 0.00
H -0.88155 -4.00496 -1.68226 0.00
H -2.83399 -3.10739 -0.55784 0.01
H -2.49874 -2.22104 -2.04461 0.02
H -6.34624 1.23163 1.65401 0.01
C -3.57275 -1.35414 4.34418 0.00
C -2.87092 -2.65953 4.70229 0.00
C -1.38304 -2.69303 4.31611 0.00
C -0.77168 -4.04975 4.69755 0.00
C 0.69925 -4.17097 4.30998 0.00
C -0.67003 -1.61467 5.11797 0.00
O -0.62429 -1.64296 6.33372 0.00
N -0.11110 -0.59609 4.40577 0.00
C -0.04154 -0.53350 3.00900 0.00
O 0.52305 0.42822 2.49494 0.05
N -0.59908 -1.50493 2.25478 0.03
C -1.28314 -2.52492 2.79393 0.00
O -1.85706 -3.36475 2.09466 0.00
H -4.63531 -1.40375 4.58900 0.00
H -3.48757 -1.14995 3.27311 0.00
H -3.14674 -0.50393 4.88293 0.00
H -3.34545 -3.49120 4.17937 0.00
H -2.93690 -2.84591 5.77632 0.00
H -1.36064 -4.81588 4.19097 0.00
H -0.89433 -4.17479 5.77513 0.00
H 0.83825 -4.05342 3.23298 0.00
H 1.09372 -5.14865 4.59158 0.00
H 1.31297 -3.41305 4.80147 0.00
H 0.39478 0.11683 4.91147 0.00
C 0.07652 0.96186 -1.20870 0.88
Ge 1.40246 2.11145 -1.96222 0.13
C 2.98983 1.16040 -2.58138 0.01
C 3.55435 0.16564 -1.77770 0.00
C 4.68957 -0.52022 -2.19298 0.00
C 5.28087 -0.21773 -3.41297 0.00
C 4.73274 0.77027 -4.22040 0.00
C 3.59386 1.45326 -3.80595 0.00
C 1.98785 3.50449 -0.71915 0.03
C 3.33296 3.84423 -0.58095 0.00
C 3.73005 4.83514 0.30995 0.00
C 2.78449 5.50208 1.07561 0.00
C 1.44070 5.17188 0.95367 0.00
C 1.04950 4.17902 0.06530 0.01
C 0.66029 3.03445 -3.53151 0.01
C 0.46618 4.41503 -3.56936 0.00
C -0.13202 5.02693 -4.66687 0.00
C -0.54273 4.26440 -5.75033 0.00
C -0.35321 2.88793 -5.73375 0.00
C 0.23949 2.28279 -4.63296 0.00
H -0.95371 1.26035 -1.42775 0.07
H 3.09678 -0.10928 -0.83448 0.00
H 5.10212 -1.29686 -1.55996 0.00
H 6.16627 -0.75309 -3.73582 0.00
H 5.18950 1.00696 -5.17421 0.00
H 3.16948 2.21887 -4.44712 0.00
H 4.08135 3.32240 -1.16769 0.00
H 4.78056 5.07955 0.41312 0.00
H 3.09431 6.26854 1.77566 0.00
H 0.70051 5.67740 1.56210 0.00
H 0.00009 3.91035 -0.00355 0.00
H 0.78926 5.02364 -2.73142 0.00
H -0.27571 6.10110 -4.67577 0.00
H -1.00879 4.73951 -6.60541 0.00
H -0.66964 2.28716 -6.57854 0.00
H 0.37710 1.20545 -4.63048 0.00
O 3.34616 -1.65819 2.87390 0.02
C 2.73674 -1.52993 1.84948 0.02
N 2.16404 -1.43303 0.81253 0.06



(2)
87
Properties=species:S:1:pos:R:3:mulliken_charge:R:1 method="wB97M-V/def2-TZVPD" largest_force_ev_per_a=3.40 smiles="O=C1OC[C@@H](F)O1.c1ccncc1.c1ccncc1.c1ccncc1.c1ccncc1.c1ccncc1.c1ccncc1.c1ccncc1" total_charge=0 lumo_ev=0.3
O -2.38817 1.77456 1.74097 -0.45
C -3.06762 0.95084 1.16086 0.39
O -4.35330 0.66377 1.37031 -0.36
C -4.74297 -0.43466 0.56500 -0.51
C -3.46544 -0.92419 0.01103 0.40
F -3.65823 -1.15033 -1.26221 -0.30
O -2.59957 0.10748 0.15517 -0.04
H -5.14567 -1.22633 1.19680 0.29
H -5.53241 -0.30198 -0.17479 0.30
H -2.97484 -1.75017 0.52595 0.30
C 3.67414 4.20213 2.56826 -0.39
C 4.00318 3.67382 3.79986 -0.55
C 3.09110 2.80174 4.32500 -0.32
N 1.93429 2.47135 3.76837 -0.18
C 1.66657 3.03348 2.56162 -0.47
C 2.53342 3.89681 1.94481 -0.23
H 4.34049 4.88416 2.06109 0.38
H 4.95383 3.85273 4.28013 0.40
H 3.21286 2.36010 5.30303 0.40
H 0.65904 2.84253 2.22273 0.59
H 2.26420 4.33646 0.99578 0.41
C -2.79755 -3.66477 -3.27045 -0.49
C -2.62723 -5.07302 -3.15262 -0.40
C -1.36538 -5.64273 -3.42297 -0.43
N -0.29968 -4.81985 -3.79466 -0.58
C -0.54257 -3.52234 -3.92086 -0.16
C -1.73637 -2.88175 -3.68566 0.20
H -3.79670 -3.28414 -3.11806 0.47
H -3.34728 -5.81969 -2.85193 0.40
H -1.18594 -6.70742 -3.39754 0.39
H 0.21747 -2.86759 -4.32089 0.50
H -1.80273 -1.83355 -3.93724 0.14
C -0.40149 2.77569 -4.67071 -0.25
C -1.36950 2.64020 -5.59614 -0.50
C -1.83369 1.35953 -5.90189 -0.41
N -1.25526 0.27549 -5.41807 -0.46
C -0.23698 0.37906 -4.50931 -0.56
C 0.13440 1.61687 -4.07490 -0.13
H -0.07811 3.75234 -4.34214 0.42
H -1.78002 3.57331 -5.95274 0.38
H -2.54297 1.17095 -6.69419 0.40
H 0.19163 -0.53353 -4.12216 0.59
H 0.84859 1.58466 -3.26539 0.52
C 0.01428 -1.30378 6.33813 -0.62
C 0.13495 -0.47717 5.26280 -0.20
C -0.72274 0.57377 5.14043 -0.35
N -1.81647 0.81271 5.93625 -0.52
C -1.92027 0.01794 7.01878 -0.24
C -0.97204 -1.01962 7.29877 -0.30
H 0.66114 -2.15006 6.51640 0.39
H 0.88516 -0.68330 4.51373 0.47
H -0.66695 1.23645 4.28947 0.66
H -2.64232 0.13292 7.81364 0.34
H -0.96383 -1.49068 8.27058 0.37
C -0.31743 3.22635 -1.12639 0.78
C 0.85203 3.79204 -1.56759 -0.14
C 0.76309 5.14419 -2.03514 -0.61
N -0.38741 5.84324 -1.98521 -0.61
C -1.50624 5.26284 -1.51014 -0.47
C -1.51364 3.92330 -1.09960 -0.50
H -0.30228 2.16599 -0.92195 0.30
H 1.79825 3.27143 -1.56251 0.14
H 1.70725 5.58787 -2.31463 0.38
H -2.39588 5.87205 -1.57184 0.40
H -2.40003 3.39721 -0.77720 0.31
C 1.36579 -0.47257 1.17521 -0.29
C 2.25261 0.48750 0.79825 -0.45
C 2.35470 0.87452 -0.58828 -1.33
N 1.60255 0.24165 -1.52740 -0.15
C 0.70117 -0.71042 -1.10347 -0.11
C 0.51902 -1.03624 0.20837 -0.17
H 1.31176 -0.77757 2.20984 0.47
H 2.96604 0.89320 1.50027 0.65
H 3.02440 1.61867 -0.99340 0.69
H 0.06159 -1.09496 -1.88415 0.06
H -0.18231 -1.81286 0.47560 0.55
C 1.79834 -5.13219 -0.44909 -0.15
C 2.49911 -5.80291 0.57973 -0.58
C 3.45526 -5.09252 1.22274 -0.16
N 3.74194 -3.79137 1.07347 -0.62
C 3.13892 -3.14107 0.09185 -0.47
C 2.13841 -3.77437 -0.72160 -0.21
H 1.08077 -5.56469 -1.13059 0.42
H 2.17651 -6.76450 0.95078 0.36
H 3.82158 -5.55563 2.12703 0.34
H 3.29436 -2.08717 -0.08576 0.65
H 1.79132 -3.18223 -1.55543 0.45



(3)
89
Properties=species:S:1:pos:R:3:lowdin_spin:R:1 method="wB97M-V/def2-TZVPD" largest_force_ev_per_a=4.10 e_above_lowest_kcal_mol=47.6 spin_multiplicity=2 s2=0.756 total_charge=0 lumo_ev="-1.5 / -1.5"
Ir 0.41753 -1.02608 -0.61161 0.79
C -0.24761 5.44602 -1.82672 0.00
C -0.79467 4.04622 -1.90770 0.00
C -1.96777 3.70740 -1.23956 0.00
C -2.45331 2.41074 -1.25652 0.00
C -1.75728 1.44288 -1.96358 0.00
C -0.60711 1.76213 -2.66908 0.00
C -0.12805 3.06035 -2.62875 0.00
S -2.40713 -0.19562 -2.04907 0.01
O -3.16327 -0.45171 -0.84383 0.00
O -3.15282 -0.29166 -3.27714 0.00
N -1.05578 -1.11814 -2.08706 0.04
C -0.72258 -1.94862 -3.18277 0.00
C -1.45822 -2.20812 -4.32314 0.01
C -0.95897 -3.03059 -5.35301 0.00
C 0.26420 -3.62106 -5.27777 0.01
C 1.04565 -3.40968 -4.12432 0.00
C 2.30669 -4.01801 -3.94847 0.00
C 3.00347 -3.80952 -2.79863 0.00
C 2.45401 -2.97372 -1.81409 0.00
N 1.29574 -2.36795 -1.95293 0.00
C 0.55727 -2.58185 -3.09017 0.00
H 0.29271 5.58705 -0.88783 0.00
H -1.05020 6.18346 -1.85988 0.00
H 0.44356 5.64823 -2.64387 0.00
H -2.50372 4.46796 -0.68557 0.00
H -3.35142 2.14030 -0.71505 0.00
H -0.08427 0.99780 -3.23015 0.00
H 0.78296 3.31118 -3.15909 0.00
H -2.43204 -1.77215 -4.43554 0.00
H -1.57872 -3.19155 -6.22615 0.00
H 0.64777 -4.24238 -6.07702 0.00
H 2.70016 -4.65499 -4.73158 0.00
H 3.96333 -4.27452 -2.62421 0.00
H 2.97705 -2.80082 -0.88356 0.00
C 5.29440 2.06453 -1.56958 0.00
C 4.51693 0.99012 -0.84669 0.00
O 3.55166 1.64063 -0.00286 0.01
P 2.92206 0.89713 1.27412 0.01
S 2.39412 -0.98927 0.62809 0.08
S 1.75370 2.13501 2.17790 0.00
O 4.18917 0.43335 2.14436 0.00
C 4.78302 1.27135 3.15403 0.00
C 5.50134 2.46784 2.56639 0.00
H 6.02881 1.60555 -2.23339 0.00
H 5.81718 2.70593 -0.85990 0.00
H 4.62517 2.68566 -2.16507 0.00
H 5.17663 0.36428 -0.24182 0.00
H 3.98492 0.34353 -1.54761 0.00
H 5.47983 0.61363 3.67110 0.00
H 4.00078 1.58299 3.84704 0.00
H 6.23107 2.14949 1.81969 0.00
H 6.02671 3.00439 3.35832 0.00
H 4.79191 3.14780 2.09584 0.00
S -0.66394 0.33152 0.79952 0.03
Sb -2.50092 -0.83515 1.94771 -0.01
C -1.37999 -0.87708 3.76104 0.00
C -0.36376 -1.81794 3.90556 0.00
C 0.50311 -1.74039 4.98653 0.00
C 0.35469 -0.72949 5.92597 0.00
C -0.67049 0.19515 5.79322 0.00
C -1.54041 0.12309 4.71306 0.00
C -3.51126 1.12210 2.03925 0.00
C -4.86170 1.16955 1.72137 0.00
C -5.52324 2.39158 1.70936 0.00
C -4.83761 3.55240 2.03797 0.00
C -3.49231 3.49454 2.36999 0.00
C -2.81072 2.28159 2.36274 0.00
C -2.24266 -2.76607 0.91343 0.00
C -3.42007 -3.28170 0.38484 0.00
C -3.36358 -4.33637 -0.51768 0.00
C -2.13601 -4.87070 -0.88535 0.00
C -0.97047 -4.37733 -0.32163 0.00
C -1.01447 -3.31493 0.57742 0.00
H -0.23055 -2.60382 3.17395 0.00
H 1.30204 -2.46483 5.08612 0.00
H 1.04068 -0.66102 6.76083 0.00
H -0.79142 0.98239 6.52682 0.00
H -2.33012 0.85793 4.61233 0.00
H -5.39806 0.26400 1.46268 0.00
H -6.57369 2.43341 1.44947 0.00
H -5.35531 4.50354 2.04055 0.00
H -2.95437 4.39819 2.63297 0.00
H -1.75997 2.26242 2.61255 0.00
H -4.37998 -2.85649 0.65249 0.00
H -4.27895 -4.72597 -0.94542 0.00
H -2.08732 -5.67227 -1.61146 0.00
H -0.01068 -4.80847 -0.58606 0.00
H -0.09303 -2.96030 1.02339 0.00